1.
One molecule with the formula C5H7N3O in a non-equilibrium geometry. Source: the OMol25 dataset; level of theory: ωB97M-V with the def2-TZVPD basis set.

Its SMILES is N/N=c1/occ2n1CC2. The spin multiplicity is 1. Its charge is 0. For the molar mass, the calculation gives 125.1 Da. Its total energy is -434.101979 hartree. As for the energy above the lowest of the compared OMol25 structures with the same formula, charge and spin: 89.3 kcal/mol. As for the orbital gap: 8.7 eV.

Each line ends with the Mulliken charge.
Cartesian coordinates (Å):
C 0.2234 0.5250 0.7704  0.553
C -0.1010 -1.6123 1.0888  -0.337
C 0.1267 -1.4637 -0.1898  0.055
C -0.4558 -1.7065 -1.6002  -0.433
C -0.6046 -0.1627 -1.6234  -0.406
H 0.6234 3.5388 0.0749  0.291
H 1.3107 2.2377 -0.6210  0.223
H -0.5800 -2.3410 1.7275  0.393
H 0.3078 -2.1703 -2.2014  0.265
H -1.4182 -2.1520 -1.6232  0.291
H -0.3303 0.4169 -2.5445  0.286
H -1.6047 0.0035 -1.3016  0.231
N 0.3615 2.5964 -0.2208  -0.522
N 0.2350 1.8041 0.9474  -0.450
N 0.3668 -0.0942 -0.4859  -0.092
O -0.0231 -0.3946 1.7661  -0.348

Forces on atoms 1 to 6 (eV/Å):
C -0.66 3.69 -1.01
C -1.11 -0.57 1.72
C -0.79 0.07 -1.83
C 1.03 0.26 1.17
C 1.32 -0.08 -1.00
H -0.37 -0.32 0.32


2.
An isolated ion of composition C9H13N2 and charge +1 in a non-equilibrium geometry. Source: the OMol25 dataset; level of theory: ωB97M-V with the def2-TZVPD basis set.

Its SMILES is CC1=NC(C)=[NH+]C(C)=C2C[C@@H]12. The spin multiplicity is 1. Its charge is +1. For the molar mass, the calculation gives 149.2 Da. Its total energy is -459.888623 hartree. As for the energy above the lowest of the compared OMol25 structures with the same formula, charge and spin: 78.7 kcal/mol. As for the orbital gap: 8.9 eV.

Each line ends with the Mulliken charge.
Cartesian coordinates (Å):
C -0.7249 -1.0486 -0.4468  0.142
C 0.6066 -1.2965 -0.1071  0.575
C -1.1390 1.0906 0.0568  0.403
C 1.1701 1.0421 -0.3340  0.569
C -2.1752 -1.2760 -0.6574  -0.655
C -1.5205 0.0749 -0.9682  -0.141
C 1.1201 -2.5216 0.5903  -1.363
C -2.0775 1.5888 1.0756  -0.977
C 2.3679 1.9559 -0.4659  -1.494
N 0.0415 1.5609 -0.0192  -0.284
N 1.5161 -0.2260 -0.1067  -0.071
H -2.5165 -2.0334 -1.3837  0.265
H -2.7885 -1.3419 0.2194  0.233
H -1.3041 0.4329 -2.0157  0.314
H 1.1142 -3.5332 0.1255  0.336
H 0.3827 -2.7382 1.3087  0.349
H 2.1135 -2.4255 1.0618  0.352
H -1.4694 2.4036 1.6804  0.336
H -2.5321 0.6770 1.5069  0.275
H -2.9589 2.0766 0.6226  0.306
H 2.9932 1.7832 0.4331  0.368
H 2.1369 2.8717 -0.8086  0.425
H 3.2392 1.4818 -1.0423  0.390
H 2.4048 -0.5989 -0.3256  0.346

Forces on atoms 1 to 6 (eV/Å):
C 2.46 -0.80 0.18
C -3.09 0.23 0.13
C -1.66 -0.31 -0.53
C 3.36 0.65 0.56
C 0.59 -0.40 0.61
C 1.39 -0.05 -1.95


How do the records compare in HOMO? In the order shown, they have -7.76, -13.03 eV.